Entry from the Open Molecules 2025 dataset: a cluster of 2 separate species, C5H17N2O in total in a non-equilibrium geometry (ωB97M-V with the def2-TZVPD basis set).

```
25
Properties=species:S:1:pos:R:3:forces:R:3
C -0.875417 0.243989 2.359802 2.0 -0.2 -1.2
C -0.652745 1.111169 1.036751 -0.6 -0.1 0.2
C -1.318956 0.369312 -0.120274 0.7 1.6 -1.5
C -0.943242 1.036976 -1.528679 -0.8 -1.1 -0.3
C 0.442416 0.780816 -2.088317 1.5 -0.5 0.6
N 0.752771 -0.741927 -2.134752 -0.6 0.8 0.1
N 0.402115 -0.243606 2.885530 -2.4 0.6 3.0
H -1.352123 0.909336 3.105579 0.2 -0.1 0.2
H -1.472846 -0.609805 2.093718 -0.5 -0.3 0.4
H -1.135804 2.086258 1.139068 0.2 -0.1 0.2
H 0.405205 1.292882 0.845961 0.0 -0.1 0.2
H -2.421693 0.426816 -0.035318 0.7 -0.3 0.0
H -0.968992 -0.656329 -0.206918 -0.4 -0.3 0.4
H -1.668823 0.522979 -2.185478 0.1 0.8 -0.1
H -1.021508 2.125706 -1.585126 -0.7 -0.2 0.3
H 0.745807 1.211738 -3.080573 -1.0 -0.4 0.9
H 1.164782 1.208890 -1.360130 0.0 -0.5 -0.5
H 1.635407 -0.950065 -2.609585 -0.1 0.1 0.1
H 0.812066 -1.132556 -1.181828 0.6 -0.1 -0.4
H 0.016319 -1.296758 -2.585377 0.1 0.4 -0.3
H 0.331352 -1.058119 3.555288 0.3 0.1 -1.5
H 0.945102 0.452292 3.416030 0.5 0.2 -0.9
H 1.676646 -2.043010 0.695518 0.1 -0.2 0.2
H 2.675069 -2.755954 -0.212002 -0.1 -0.1 -0.1
O 1.827081 -2.291027 -0.218882 0.0 0.1 0.3
```
Forces are in eV/Å.

Values from the calculation:
<S²>   0.75
Highest occupied orbital energy (spin up / spin down)   -19.0 / -19.0 eV
Energy relative to the best compared isomer or geometry (same formula, charge and spin)   24.3 kcal/mol
Multiplicity   2
Net charge   +2
Frontier orbital gap (spin up / spin down)   12.363 / 6.763 eV
Total energy   -10469.757 eV